A single C3H5NO2S molecule, computed with ωB97M-V with the def2-TZVPD basis set.

## Properties
* HOMO level: -9.62 eV
* DFT total energy: -720.65861 a.u.
* largest force on an atom: 0.03470 Eh/bohr
* lowest unoccupied orbital energy: 0.7 eV
* SMILES: O=C1[C@H](S)CN1O

CARTESIAN COORDINATES (ANGSTROEM)
S1 0.424 -2.389 -0.194
O1 -0.592 -0.130 2.330
O2 0.460 2.275 0.768
N1 0.397 0.910 0.431
C1 -0.287 -0.033 1.172
C2 -0.487 -0.838 -0.123
C3 0.051 0.403 -0.873
H1 0.947 0.229 -1.524
H2 -1.580 -1.013 -0.277
H3 -0.021 -2.788 -1.369
H4 1.414 2.404 1.004
H5 -0.728 0.970 -1.345